(1)
DFT (wB97M-V/def2-TZVPD) results for 2 unconnected molecules or ions with the total composition C4H12 in a non-equilibrium geometry.

Positions of all 16 atoms, in Å:
C 0.9720 -2.4694 0.0500
C 0.4610 -1.9687 1.4198
H 1.9463 -2.0954 -0.2492
H 1.1217 -3.5470 0.0189
H 0.1545 -2.1919 -0.6129
H 1.3121 -1.9687 2.1164
H 0.1568 -0.9326 1.3246
H -0.2263 -2.6199 1.9526
C -1.3219 2.5890 -0.3914
C -0.1860 1.8627 -1.1569
H -1.0691 2.3750 0.6612
H -1.1588 3.6598 -0.4431
H -2.3367 2.2510 -0.5521
H 0.7477 2.3977 -1.0225
H -0.4948 1.8472 -2.2075
H -0.0784 0.8111 -0.9079

Output
* lowest unoccupied orbital energy: 1.089 eV
* multiplicity: 1
* energy relative to the best compared isomer or geometry (same formula, charge and spin): 0.462 eV
* total energy: -4342.066 eV
* frontier orbital gap: 0.46120 Ha
* HOMO level: -11.5 eV

---

(2)
DFT (wB97M-V/def2-TZVPD) results for a molecular structure, CHBr2IO2S in a non-equilibrium geometry.

Positions of all 8 atoms, in Å:
C -0.2392 0.6582 0.8895
O 1.5240 -0.5621 -0.9070
O 0.0555 1.2747 -1.7194
S 0.3423 0.2481 -0.7800
Br 0.2454 -0.8380 2.0725
Br 0.8909 2.1558 1.0466
I -1.6679 -1.3974 -1.1296
H -1.1510 -1.5394 0.5274

Output
* lowest unoccupied orbital energy: -1.847 eV
* multiplicity: 1
* energy relative to the best compared isomer or geometry (same formula, charge and spin): 3.321 eV
* total energy: -164164.265 eV
* frontier orbital gap: 0.24766 Ha
* HOMO level: -8.6 eV

---

(3)
DFT (wB97M-V/def2-TZVPD) results for 2 unconnected molecules or ions with the total composition C5H9NO in a non-equilibrium geometry.

Positions of all 16 atoms, in Å:
H 2.7092 1.5440 0.6400
N 2.4918 0.5455 0.6091
C 1.3770 0.3768 0.0422
C 0.8346 -1.0098 -0.1998
C -0.6483 -1.0598 -0.4027
C -1.3612 0.0424 -0.5928
C -0.7500 1.4015 -0.4320
O 0.6765 1.4174 -0.4962
H 1.2747 -1.3687 -1.1376
H 1.2024 -1.6712 0.5918
H -1.1108 -2.0465 -0.4127
H -2.4287 -0.0082 -0.7911
H -1.0443 1.8449 0.5336
H -1.0906 2.0820 -1.2165
H -0.9136 -1.2920 1.9268
H -1.2521 -0.8025 1.4685

Output
* lowest unoccupied orbital energy: 0.963 eV
* multiplicity: 1
* energy relative to the best compared isomer or geometry (same formula, charge and spin): 2.920 eV
* total energy: -8866.293 eV
* frontier orbital gap: 0.38468 Ha
* HOMO level: -9.5 eV

---

(4)
DFT (wB97M-V/def2-TZVPD) results for a single C5H10N2O2 molecule in a non-equilibrium geometry.

Positions of all 19 atoms, in Å:
C -0.6247 -1.8803 0.0930
C -0.8467 -0.6330 -0.0694
C -2.2022 0.2135 -0.0242
O -2.1243 1.4673 0.1913
O -3.1868 -0.4972 -0.0415
N 0.4866 0.3638 -0.1180
C 1.6665 -0.3039 -0.7228
C 0.7218 0.8265 1.3355
N 0.1066 1.3590 -1.0664
H 0.3847 -2.2798 0.1292
H -1.4331 -2.6219 0.1376
H 2.2368 0.3786 -1.1954
H 2.2299 -0.7544 0.1555
H 1.3627 -1.0584 -1.4657
H 1.3411 1.7833 1.4657
H -0.2414 1.0600 1.8525
H 0.9956 0.0091 1.9555
H -0.7268 1.7299 -0.6753
H -0.1464 0.8379 -1.9371

Output
* lowest unoccupied orbital energy: 0.339 eV
* multiplicity: 1
* energy relative to the best compared isomer or geometry (same formula, charge and spin): 4.707 eV
* total energy: -12418.766 eV
* frontier orbital gap: 0.34472 Ha
* HOMO level: -9.0 eV

---

(5)
DFT (wB97M-V/def2-TZVPD) results for a single C21H29N3O3 molecule.

Positions of all 56 atoms, in Å:
C 4.8004 3.0620 -7.4995
C 5.9112 2.4696 -7.1035
C 6.0637 1.0700 -6.5874
C 4.7703 0.3529 -6.2049
C 4.1350 0.9354 -4.9441
C 2.8035 0.2661 -4.6129
C 2.1709 0.8438 -3.3492
C 0.8255 0.1957 -3.0325
C 0.1947 0.7837 -1.7743
C -1.1687 0.1627 -1.4766
C -1.7309 0.6631 -0.1698
O -1.0678 1.0348 0.7785
N -3.0906 0.7180 -0.1173
N -3.7319 1.0197 1.0939
C -4.0082 -0.1747 1.9149
C -4.3634 0.2270 3.3376
C -3.1322 -0.1131 4.1607
O -2.9280 0.1686 5.3083
N -2.2733 -0.8372 3.3496
C -1.0150 -1.3366 3.7865
C -0.9345 -2.0836 4.9523
C 0.2965 -2.5632 5.3629
C 1.4310 -2.3067 4.6114
C 1.3398 -1.5578 3.4498
C 0.1172 -1.0633 3.0326
C -2.7458 -1.0215 2.0694
O -2.2397 -1.7011 1.2134
H 4.8072 4.0724 -7.8725
H 3.8388 2.5796 -7.4746
H 6.8474 3.0127 -7.1642
H 6.7283 1.0948 -5.7183
H 6.5805 0.4902 -7.3606
H 4.0632 0.4030 -7.0345
H 4.9938 -0.7030 -6.0326
H 3.9786 2.0072 -5.0771
H 4.8219 0.8060 -4.1042
H 2.1155 0.3972 -5.4519
H 2.9599 -0.8074 -4.4813
H 2.0315 1.9199 -3.4766
H 2.8491 0.6978 -2.5056
H 0.1489 0.3403 -3.8788
H 0.9640 -0.8799 -2.9004
H 0.0767 1.8631 -1.8935
H 0.8495 0.6182 -0.9176
H -1.0650 -0.9216 -1.3739
H -1.8714 0.3638 -2.2872
H -3.6742 0.2919 -0.8204
H -3.0686 1.6179 1.5959
H -4.7919 -0.7410 1.4012
H -5.2106 -0.3389 3.7269
H -4.6014 1.2866 3.4266
H -1.8232 -2.2781 5.5323
H 0.3671 -3.1420 6.2717
H 2.3884 -2.6875 4.9346
H 2.2252 -1.3504 2.8681
H 0.0338 -0.4607 2.1415

Output
* lowest unoccupied orbital energy: 0.760 eV
* multiplicity: 1
* energy relative to the best compared isomer or geometry (same formula, charge and spin): 2.557 eV
* total energy: -32860.930 eV
* frontier orbital gap: 0.35950 Ha
* HOMO level: -9.0 eV

---

(6)
DFT (wB97M-V/def2-TZVPD) results for a single C4H2N2O molecule in a non-equilibrium geometry.

Positions of all 9 atoms, in Å:
N -3.0612 0.0566 0.5573
C -1.9282 -0.0014 0.3659
C -0.5391 -0.0339 0.1114
C 0.3290 1.0386 -0.0223
N 1.5125 0.4654 -0.3315
C 1.3263 -0.8250 -0.3041
O 0.0945 -1.2331 0.0541
H 0.1631 2.0961 -0.0387
H 2.1032 -1.5632 -0.3922

Output
* lowest unoccupied orbital energy: 0.142 eV
* multiplicity: 1
* energy relative to the best compared isomer or geometry (same formula, charge and spin): 0.063 eV
* total energy: -9206.676 eV
* frontier orbital gap: 0.37105 Ha
* HOMO level: -10.0 eV

---

(7)
DFT (wB97M-V/def2-TZVPD) results for a single C4H11N2 molecule in a non-equilibrium geometry.

Positions of all 17 atoms, in Å:
C 1.2987 -0.1711 -0.7997
C -0.0476 -0.9626 -0.6484
C -1.1161 -0.1201 0.1033
C -1.7578 0.8392 -0.5793
N -1.2034 -0.2541 1.4703
N 1.6924 0.6367 0.4497
H 2.0480 -1.0917 -0.7599
H 1.4930 0.4007 -1.6892
H -0.3549 -1.3105 -1.5896
H 0.0279 -1.8915 -0.0050
H -2.6683 1.3568 -0.3874
H -1.5939 1.2466 -1.5942
H -0.7182 -1.0237 1.8057
H -2.1827 -0.1394 1.8693
H 1.0519 0.1398 1.1932
H 2.6895 0.6649 0.6752
H 1.3418 1.6801 0.4862

Output
* lowest unoccupied orbital energy (spin up / spin down): 0.188 / 0.362 eV
* multiplicity: 2
* energy relative to the best compared isomer or geometry (same formula, charge and spin): 4.262 eV
* total energy: -7300.516 eV
* frontier orbital gap (spin up / spin down): 0.09440 / 0.29924 Ha
* HOMO level (spin up / spin down): -2.4 / -7.8 eV

---

(8)
DFT (wB97M-V/def2-TZVPD) results for a single C6H7N molecule.

Positions of all 14 atoms, in Å:
C 0.3919 1.1290 0.3671
C 0.7542 -0.3234 0.7893
C 0.8139 -0.6140 -0.7548
C -0.3431 0.4021 -0.8330
C -1.4874 -0.2204 0.0123
N -1.4330 -1.7562 0.7187
C -0.6593 -0.8103 1.0101
H -0.2345 1.6763 1.0791
H 1.2505 1.7319 0.0624
H 1.5562 -0.6159 1.4620
H 0.6426 -1.6277 -1.1262
H 1.7385 -0.2024 -1.1760
H -0.5660 0.9304 -1.7646
H -2.4248 0.3006 0.1537

Output
* lowest unoccupied orbital energy: 0.826 eV
* multiplicity: 1
* energy relative to the best compared isomer or geometry (same formula, charge and spin): 4.922 eV
* total energy: -7820.725 eV
* frontier orbital gap: 0.33888 Ha
* HOMO level: -8.4 eV